The molecule C4H5FO. Source: OMol25; level of theory: ωB97M-V/def2-TZVPD.

Geometry as XYZ:
```
11
C4H5FO (ωB97M-V/def2-TZVPD)
C 1.99 0.08 -0.42
C 0.59 -0.40 -0.08
C -0.50 0.51 0.45
F -0.09 1.67 -0.09
C -1.94 -0.08 0.05
O -2.81 0.29 -0.68
H 2.72 -0.71 -0.73
H 2.41 1.07 -0.69
H 0.28 -1.62 0.06
H -0.73 0.30 1.64
H -1.91 -1.12 0.48
```

The calculation puts the molar mass at 88.081 g mol⁻¹. The value obtained for the relative energy (zero: lowest compared OMol25 entry of this formula, charge and spin) is 68.7 kcal/mol. As for the HOMO energy: -9.4 eV. Its SMILES is C=C[C@@H](F)C=O. The spin multiplicity is 1. The value obtained for the calculated total energy is -8990.051 eV. Its largest force on an atom is 0.1032 Eh/bohr. The HOMO-LUMO gap comes out at 9.80 eV.

***

The molecule C4H5FS. Source: OMol25; level of theory: ωB97M-V/def2-TZVPD.

Geometry as XYZ:
```
11
C4H5FS (ωB97M-V/def2-TZVPD)
C -0.19 1.39 -0.03
C 0.15 -0.05 -0.28
C -1.10 -0.86 -0.18
S -2.69 -0.42 0.20
C 1.32 -0.95 -0.06
F 2.48 -0.34 0.31
H 0.77 2.12 0.03
H -0.97 1.83 -0.81
H -0.63 1.30 1.10
H -0.74 -1.94 -0.18
H 1.60 -2.07 -0.10
```

The calculation puts the molar mass at 104.149 g mol⁻¹. The value obtained for the relative energy (zero: lowest compared OMol25 entry of this formula, charge and spin) is 62.5 kcal/mol. As for the HOMO energy: -8.7 eV. Its SMILES is C/C(C=S)=C\F. The spin multiplicity is 1. The value obtained for the calculated total energy is -17778.323 eV. Its largest force on an atom is 0.0890 Eh/bohr. The HOMO-LUMO gap comes out at 7.79 eV.

***

A structure of composition C4H5HgO6. Source: OMol25; level of theory: ωB97M-V/def2-TZVPD.

Geometry as XYZ:
```
16
C4H5HgO6 (ωB97M-V/def2-TZVPD)
O 0.27 -0.98 1.31
C -0.79 -0.46 1.74
O -1.03 -0.37 2.97
O -1.69 0.08 0.91
Hg 0.82 -1.12 3.23
C -1.26 0.11 -0.62
C -2.71 0.40 -0.83
H -0.63 1.01 -0.66
H -0.96 -0.87 -0.99
H -3.16 1.32 -0.44
O -3.52 -0.76 -0.91
C -4.71 -0.62 -1.47
O -5.15 0.39 -1.96
O -5.28 -1.82 -1.54
H -6.11 -1.75 -2.01
H -2.22 0.59 -1.95
```

The calculation puts the molar mass at 349.668 g mol⁻¹. As for the expectation value of S²: 0.753. The value obtained for the relative energy (zero: lowest compared OMol25 entry of this formula, charge and spin) is 67.3 kcal/mol. As for the HOMO energy (alpha / beta): -8.0 / -9.8 eV. The spin multiplicity is 2. The value obtained for the calculated total energy is -20684.702 eV. Its largest force on an atom is 0.1743 Eh/bohr. The HOMO-LUMO gap (alpha / beta) comes out at 8.61 / 8.40 eV.

***

The molecule C4H5I. Source: OMol25; level of theory: ωB97M-V/def2-TZVPD.

Geometry as XYZ:
```
10
C4H5I (ωB97M-V/def2-TZVPD)
I -2.78 -0.04 0.04
C -0.77 -0.16 -0.63
C 0.35 1.22 -0.09
C 1.01 0.37 0.57
C 0.27 -0.91 0.19
H -0.84 -0.42 -1.64
H 0.27 2.23 -0.26
H 1.76 0.65 1.16
H 1.06 -1.49 -0.30
H -0.32 -1.45 0.96
```

The calculation puts the molar mass at 179.988 g mol⁻¹. The value obtained for the relative energy (zero: lowest compared OMol25 entry of this formula, charge and spin) is 42.2 kcal/mol. As for the HOMO energy: -9.0 eV. Its SMILES is I[C@H]1C=CC1. The spin multiplicity is 1. The value obtained for the calculated total energy is -12326.240 eV. Its largest force on an atom is 0.1322 Eh/bohr. The HOMO-LUMO gap comes out at 9.60 eV.

***

largest force on an atom of number 1 (C4H5FO)?
0.1032 Eh/bohr